No. 1
The following is a DFT calculation (wB97M-V/def2-TZVPD) of a molecular structure, C46H38I2N3O3V.

Geometry (Å):
V: -0.530 0.399 0.267
I: -7.975 0.609 2.352
C: -5.926 0.518 2.046
C: -5.060 0.567 3.133
C: -3.694 0.495 2.922
I: -2.375 0.666 4.519
C: -3.186 0.356 1.630
O: -1.852 0.237 1.447
C: -4.057 0.361 0.539
C: -3.492 0.351 -0.855
N: -2.272 1.190 -0.916
C: -2.540 2.610 -0.573
C: -1.435 3.233 0.238
C: -1.430 4.589 0.511
C: -0.419 5.119 1.293
C: 0.570 4.279 1.786
C: 0.513 2.941 1.474
N: -0.471 2.432 0.710
C: -5.421 0.441 0.753
H: -5.445 0.671 4.138
H: -3.215 -0.661 -1.157
H: -4.242 0.714 -1.561
H: -1.922 1.198 -1.869
H: -2.691 3.187 -1.487
H: -3.463 2.668 0.006
H: -2.217 5.218 0.115
H: -0.403 6.177 1.519
H: 1.373 4.652 2.404
H: 1.251 2.240 1.839
H: -6.096 0.451 -0.094
O: 0.283 0.739 -1.232
C: 0.378 0.221 -2.565
C: -0.711 -0.856 -2.758
C: -0.768 -1.937 -1.715
C: -0.862 -3.261 -2.100
C: -0.887 -4.256 -1.142
C: -0.766 -3.901 0.189
C: -0.676 -2.567 0.542
C: -0.411 -2.201 1.982
C: 0.889 -1.378 2.105
O: 0.715 -0.252 1.208
C: 1.142 -0.823 3.495
C: 2.083 0.194 3.639
C: 2.378 0.702 4.893
C: 1.757 0.175 6.020
C: 0.848 -0.862 5.883
C: 0.535 -1.357 4.622
C: 2.082 -2.199 1.632
C: 2.429 -3.328 2.373
C: 3.499 -4.115 1.988
C: 4.243 -3.775 0.864
C: 3.907 -2.649 0.133
C: 2.824 -1.859 0.510
N: -0.740 -1.596 -0.407
C: 0.094 1.362 -3.542
C: 0.058 1.104 -4.910
C: -0.217 2.122 -5.807
C: -0.448 3.415 -5.352
C: -0.389 3.684 -3.996
C: -0.117 2.661 -3.092
C: 1.800 -0.290 -2.751
C: 2.839 0.585 -2.433
C: 4.156 0.220 -2.647
C: 4.452 -1.023 -3.197
C: 3.426 -1.897 -3.513
C: 2.102 -1.534 -3.286
H: -0.557 -1.315 -3.731
H: -1.688 -0.374 -2.840
H: -0.900 -3.502 -3.154
H: -0.965 -5.296 -1.429
H: -0.718 -4.655 0.963
H: -0.280 -3.124 2.540
H: -1.238 -1.654 2.431
H: 2.615 0.561 2.768
H: 3.112 1.490 4.997
H: 1.997 0.559 7.001
H: 0.377 -1.291 6.757
H: -0.189 -2.156 4.541
H: 1.881 -3.579 3.274
H: 3.765 -4.984 2.574
H: 5.088 -4.383 0.568
H: 4.485 -2.370 -0.736
H: 2.578 -0.983 -0.076
H: 0.271 0.109 -5.285
H: -0.239 1.910 -6.868
H: -0.654 4.210 -6.056
H: -0.534 4.695 -3.637
H: -0.022 2.889 -2.038
H: 2.609 1.567 -2.037
H: 4.953 0.910 -2.405
H: 5.480 -1.304 -3.383
H: 3.648 -2.864 -3.943
H: 1.324 -2.236 -3.553

Computed properties:
HOMO   -0.4838 Ha
LUMO   -7.5 eV
Net charge   +2
Calculated total energy   -3704.69745 Ha
Kohn-Sham gap   5.7 eV

Results of the Mulliken charge analysis, in e, for atoms 1 through 4: V -0.4319; I 0.1921; C -0.6193; C -0.1978

---

No. 2
The following is a DFT calculation (wB97M-V/def2-TZVPD) of a molecular structure, C3H2N7 at a distorted geometry.

Geometry (Å):
C: 2.350 -0.842 -0.048
C: -1.041 -0.011 0.057
C: 0.348 -0.207 0.055
N: -2.509 -1.151 0.034
N: 1.094 -1.309 -0.012
N: 2.469 0.467 -0.006
N: -1.670 1.107 -0.015
N: -3.357 -0.273 -0.040
N: -2.986 0.997 -0.076
N: 1.184 0.871 0.084
H: 3.207 -1.488 -0.127
H: 0.911 1.839 0.094

Computed properties:
HOMO   -0.1451 Ha
LUMO   4.0 eV
Net charge   -1
Calculated total energy   -498.79189 Ha
Kohn-Sham gap   7.9 eV

Results of the Mulliken charge analysis, in e, for atoms 1 through 4: C -0.0929; C 0.4749; C 0.2534; N -0.2694

---

No. 3
The following is a DFT calculation (wB97M-V/def2-TZVPD) of 2 unconnected molecules or ions with the total composition C3H11N2O at a distorted geometry.

Geometry (Å):
O: 1.551 -2.053 0.354
C: 0.578 -1.759 1.055
C: -0.647 -1.084 0.394
N: -0.232 -0.600 -0.919
H: 0.437 -2.096 2.090
H: -1.465 -1.792 0.349
H: -0.956 -0.245 1.036
H: -0.858 -0.765 -1.720
H: -0.016 0.448 -0.852
H: 0.712 -1.047 -1.118
C: -0.322 2.245 0.430
N: -0.628 2.650 -0.977
H: 0.322 1.352 0.443
H: -1.257 2.063 0.986
H: 0.233 3.040 0.942
H: 0.154 2.656 -1.645
H: -1.344 2.045 -1.340

Computed properties:
HOMO   -0.5023 Ha
LUMO   -4.0 eV
Net charge   +1
Calculated total energy   -305.35675 Ha
Kohn-Sham gap   9.6 eV

Results of the Mulliken charge analysis, in e, for atoms 1 through 4: O -0.4754; C 0.2326; C -0.4746; N -0.2352

---

No. 4
The following is a DFT calculation (wB97M-V/def2-TZVPD) of a single C3H3IN2S molecule at a distorted geometry.

Geometry (Å):
C: 0.525 1.148 -0.578
C: 0.138 -0.249 -0.221
N: 0.753 -1.336 -0.656
N: 0.292 -2.406 -0.239
S: -0.900 -2.241 0.890
C: -0.830 -0.560 0.872
I: -2.015 0.855 1.891
H: 1.304 1.582 0.017
H: 0.949 1.404 -1.538
H: -0.215 1.803 -0.437

Computed properties:
HOMO   -0.3425 Ha
LUMO   -0.1 eV
Calculated total energy   -921.44492 Ha
Kohn-Sham gap   9.3 eV
SMILES   Cc1nnsc1I

Results of the Mulliken charge analysis, in e, for atoms 1 through 4: C -1.3963; C 0.7482; N -0.2891; N -0.3403

---

No. 5
The following is a DFT calculation (wB97M-V/def2-TZVPD) of a molecular structure, C31H56F9O16S3Zr at a distorted geometry.

Geometry (Å):
Zr: 1.867 1.013 -3.277
C: -0.111 -1.907 -5.861
F: -0.541 -2.998 -5.269
F: 1.168 -2.041 -6.172
F: -0.821 -1.615 -6.915
S: -0.254 -0.500 -4.617
O: 0.608 -0.806 -3.452
O: 0.526 0.691 -5.055
O: -1.610 -0.254 -4.267
C: 0.825 5.157 -2.319
F: 1.518 5.851 -1.469
F: -0.140 4.505 -1.731
F: 0.330 5.918 -3.254
S: 1.993 3.882 -3.104
O: 3.090 4.548 -3.735
O: 2.319 2.828 -2.111
O: 1.262 2.957 -4.020
C: -1.015 -0.380 -0.325
F: -0.986 -1.354 -1.203
F: -2.215 0.140 -0.226
F: -0.622 -0.834 0.850
S: 0.177 0.989 -0.847
O: 1.482 0.382 -1.215
O: -0.060 1.463 -2.222
O: 0.139 1.993 0.164
C: 2.116 0.174 2.918
C: 2.577 1.634 3.044
C: 3.480 1.879 1.831
O: 3.807 0.583 1.328
C: 3.302 -0.449 2.163
H: 1.220 0.147 2.300
H: 2.027 -0.276 3.903
H: 3.115 1.811 3.978
H: 1.778 2.374 3.108
H: 4.378 2.442 2.090
H: 2.954 2.410 1.031
H: 4.065 -0.697 2.909
H: 3.039 -1.300 1.536
C: 0.736 5.949 1.482
C: 0.450 6.445 2.872
C: 1.339 5.542 3.741
O: 1.736 4.462 2.881
C: 0.913 4.466 1.709
H: 1.626 6.300 0.953
H: -0.022 6.258 0.753
H: -0.597 6.244 3.116
H: 0.588 7.509 3.062
H: 0.842 5.130 4.621
H: 2.247 6.056 4.061
H: -0.019 3.913 1.889
H: 1.409 3.896 0.922
C: -3.486 -3.894 1.221
C: -3.657 -2.575 1.942
C: -2.947 -2.858 3.264
O: -3.176 -4.234 3.516
C: -3.610 -4.920 2.333
H: -2.485 -3.841 0.774
H: -4.188 -4.053 0.400
H: -4.722 -2.419 2.142
H: -3.282 -1.700 1.414
H: -3.332 -2.217 4.056
H: -1.870 -2.680 3.148
H: -4.666 -5.168 2.486
H: -3.079 -5.858 2.179
C: -3.338 1.198 3.647
C: -1.894 1.336 3.218
C: -1.369 2.437 4.189
O: -2.170 2.242 5.372
C: -3.163 1.260 5.151
H: -3.786 0.237 3.378
H: -3.975 1.986 3.247
H: -1.752 1.627 2.174
H: -1.327 0.416 3.377
H: -1.580 3.421 3.776
H: -0.332 2.227 4.437
H: -4.109 1.558 5.610
H: -2.861 0.294 5.570
C: 0.526 -4.296 -0.686
C: 0.338 -4.467 -2.172
C: 1.598 -3.903 -2.803
O: 1.916 -2.833 -1.890
C: 1.646 -3.237 -0.552
H: 0.807 -5.213 -0.161
H: -0.392 -4.004 -0.175
H: -0.492 -3.811 -2.447
H: 0.120 -5.488 -2.487
H: 1.519 -3.566 -3.830
H: 2.472 -4.563 -2.731
H: 1.368 -2.366 0.039
H: 2.552 -3.695 -0.142
C: 6.041 0.732 -1.748
C: 5.617 -0.716 -1.456
C: 4.153 -0.844 -1.872
O: 3.785 0.503 -2.378
C: 4.685 1.456 -1.763
H: 6.614 0.961 -2.643
H: 6.602 1.193 -0.933
H: 5.784 -0.944 -0.407
H: 6.271 -1.357 -2.048
H: 3.515 -1.030 -1.015
H: 4.020 -1.570 -2.665
H: 4.386 1.815 -0.784
H: 4.794 2.328 -2.409
C: -4.395 -1.928 -2.724
C: -5.670 -2.453 -2.111
C: -5.639 -3.942 -2.523
O: -4.313 -4.182 -2.993
C: -3.438 -3.120 -2.641
H: -4.063 -0.996 -2.262
H: -4.593 -1.691 -3.775
H: -6.612 -1.938 -2.291
H: -5.548 -2.339 -1.024
H: -6.278 -4.079 -3.395
H: -5.884 -4.608 -1.697
H: -2.634 -2.975 -3.360
H: -3.056 -3.190 -1.616

Computed properties:
HOMO   -0.4128 Ha
LUMO   -4.5 eV
Net charge   +1
Calculated total energy   -4558.80673 Ha
Kohn-Sham gap   6.7 eV

Results of the Mulliken charge analysis, in e, for atoms 1 through 4: Zr 1.8668; C 0.6072; F -0.1312; F -0.2023

---

No. 6
The following is a DFT calculation (wB97M-V/def2-TZVPD) of 2 unconnected molecules or ions with the total composition CHNO3S at a distorted geometry.

Geometry (Å):
C: -0.377 -1.682 -0.219
N: -0.576 -0.924 -1.071
O: -0.843 -0.262 -2.025
O: 1.849 1.582 0.298
O: -0.017 1.314 1.723
S: 0.564 2.089 0.624
H: -0.600 -2.116 0.670

Computed properties:
HOMO   -0.3810 Ha
LUMO   -1.3 eV
Calculated total energy   -717.24352 Ha
Kohn-Sham gap   9.0 eV

Results of the Mulliken charge analysis, in e, for atoms 1 through 4: C -0.2091; N 0.4390; O -0.5675; O -0.3408

---

No. 7
The following is a DFT calculation (wB97M-V/def2-TZVPD) of 2 unconnected molecules or ions with the total composition H3NO2.

Geometry (Å):
N: 1.661 0.033 0.045
O: 2.817 -0.180 -0.171
H: 1.382 1.063 0.025
O: -1.814 0.002 -0.153
H: -1.310 -0.674 0.321
H: -2.735 -0.244 -0.067

Computed properties:
HOMO   -0.3490 Ha
LUMO   -0.3 eV
Calculated total energy   -206.92924 Ha
Kohn-Sham gap   9.2 eV
SMILES   N=O.O

Results of the Mulliken charge analysis, in e, for atoms 1 through 4: N 0.0936; O -0.2951; H 0.2086; O -0.6430